Density functional theory data (the ωB97M-V functional and the def2-TZVPD basis) for a cluster of 2 separate species, CH5NOS2 in total in a non-equilibrium geometry.

Geometry (Å):
N1 1.20005 -0.11478 1.01983
C1 1.79026 0.15298 -0.24979
O1 1.19090 0.20640 -1.33437
H1 0.14196 -0.17831 1.03679
H2 1.67095 0.18871 1.82795
H3 2.95927 0.21308 -0.15284
S1 -2.18932 0.92631 -0.93795
S2 -2.23453 -0.70504 0.42531
H4 -1.06533 0.43348 -1.63404
H5 -3.46420 -1.12282 -0.00089

Cartesian forces (eV/Å) of the 3 atoms listed first:
N -1.6 0.0 -3.5
C -0.3 -0.5 0.1
O 1.3 -0.2 2.6

Values from the calculation:
relative energy (zero: lowest compared OMol25 entry of this formula, charge and spin) = 11.5 kcal/mol
max |F| = 3.87 eV/Å
LUMO level = 0.235 eV
E_HOMO = -0.337 Ha